Formula: C5H9NO
Source: the Open Molecules 2025 dataset
Level of theory: ωB97M-V/def2-TZVPD

Its LUMO energy is 1.04 eV. The orbital gap comes out at 10.462 eV. The strongest force on any atom is 0.4 eV/A. Its structure (SMILES) is C[C@H]1N[C@H]1[C@H]1CO1. The energy relative to the best compared isomer or geometry (same formula, charge and spin) is 288.1 kJ/mol.

Last column: natural (NBO) charge in e.
CARTESIAN COORDINATES (ANGSTROEM)
C -2.045 -0.175 -0.282  -0.629
C -1.151 0.702 0.564  -0.066
N -0.462 0.170 1.733  -0.570
C 0.333 0.586 0.574  -0.112
C 1.050 -0.433 -0.250  0.029
C 2.291 -0.115 -0.953  -0.104
O 2.318 -0.861 0.249  -0.485
H -2.160 0.240 -1.290  0.219
H -3.041 -0.236 0.170  0.219
H -1.660 -1.196 -0.377  0.204
H -1.555 1.703 0.731  0.198
H -0.530 -0.847 1.762  0.346
H 0.919 1.487 0.760  0.204
H 0.448 -1.252 -0.649  0.184
H 2.548 -0.667 -1.855  0.182
H 2.696 0.894 -0.886  0.181

Formula: C5H9NO
Source: the Open Molecules 2025 dataset
Level of theory: ωB97M-V/def2-TZVPD

Its LUMO energy is 1.09 eV. The orbital gap comes out at 10.540 eV. The strongest force on any atom is 0.6 eV/A. Its structure (SMILES) is C[C@H]1CC/C1=N\O. The energy relative to the best compared isomer or geometry (same formula, charge and spin) is 278.6 kJ/mol.

Last column: natural (NBO) charge in e.
CARTESIAN COORDINATES (ANGSTROEM)
C -1.582 -1.214 -0.012  -0.598
C -0.573 -0.293 -0.686  -0.255
C -0.744 1.232 -0.408  -0.392
C 0.610 1.261 0.358  -0.478
C 0.777 -0.193 -0.007  0.233
N 1.678 -1.067 0.155  -0.138
O 2.764 -0.524 0.844  -0.577
H -2.571 -1.110 -0.474  0.210
H -1.678 -0.975 1.054  0.205
H -1.270 -2.260 -0.095  0.220
H -0.493 -0.537 -1.752  0.218
H -0.755 1.848 -1.311  0.210
H -1.620 1.483 0.198  0.205
H 0.532 1.439 1.435  0.230
H 1.383 1.926 -0.041  0.231
H 3.377 -1.269 0.887  0.475

Look up the orbital gap of the second one. 10.540 eV

Copy entry 2 word for word.
Formula: C5H9NO
Source: the Open Molecules 2025 dataset
Level of theory: ωB97M-V/def2-TZVPD

Its LUMO energy is 1.09 eV. The orbital gap comes out at 10.540 eV. The strongest force on any atom is 0.6 eV/A. Its structure (SMILES) is C[C@H]1CC/C1=N\O. The energy relative to the best compared isomer or geometry (same formula, charge and spin) is 278.6 kJ/mol.

Last column: natural (NBO) charge in e.
CARTESIAN COORDINATES (ANGSTROEM)
C -1.582 -1.214 -0.012  -0.598
C -0.573 -0.293 -0.686  -0.255
C -0.744 1.232 -0.408  -0.392
C 0.610 1.261 0.358  -0.478
C 0.777 -0.193 -0.007  0.233
N 1.678 -1.067 0.155  -0.138
O 2.764 -0.524 0.844  -0.577
H -2.571 -1.110 -0.474  0.210
H -1.678 -0.975 1.054  0.205
H -1.270 -2.260 -0.095  0.220
H -0.493 -0.537 -1.752  0.218
H -0.755 1.848 -1.311  0.210
H -1.620 1.483 0.198  0.205
H 0.532 1.439 1.435  0.230
H 1.383 1.926 -0.041  0.231
H 3.377 -1.269 0.887  0.475

Which formula does entry 2 have? C5H9NO